1.
The following is a quantum chemistry calculation of a structure of composition H12LiO6 in a non-equilibrium geometry, from the OMol25 dataset.

XYZ file:
```
19
Properties=species:S:1:pos:R:3:forces:R:3:nbo_charge:R:1
Li -0.452 0.246 0.003 0.031 -0.308 2.063 0.801
O -0.188 -0.849 1.124 -0.781 -4.233 3.877 -0.989
H -0.777 -1.001 1.863 -0.181 -0.117 0.240 0.496
H 0.582 -1.383 1.316 0.545 -0.468 0.074 0.528
O 0.983 0.771 0.001 5.488 5.133 -0.321 -0.956
H 1.854 0.657 -0.380 0.388 0.001 0.031 0.514
H 0.986 1.665 0.343 0.777 0.336 -0.408 0.479
O -0.814 1.266 1.116 -1.444 5.081 4.732 -0.933
H -0.081 1.800 1.421 -0.385 0.181 1.054 0.471
H -1.421 1.247 1.856 -0.413 0.289 0.154 0.503
O 1.826 -1.426 -0.048 2.575 -1.521 0.709 -0.992
H 2.422 -1.397 -0.796 0.396 -0.505 -0.045 0.471
H 1.067 -0.913 -0.325 0.827 -0.781 -0.401 0.462
O -1.634 0.693 -0.757 -7.044 2.534 -4.044 -0.947
H -1.639 1.432 -1.366 -0.404 0.550 -0.020 0.504
H -2.129 0.008 -1.208 -0.448 0.014 -0.351 0.487
O -0.078 -0.691 -1.110 -0.088 -5.549 -6.815 -0.928
H -0.081 -0.549 -2.056 0.213 0.128 -0.461 0.509
H -0.424 -1.576 -0.998 -0.052 -0.763 -0.069 0.517
```
Forces are in eV/Å.

total charge	+1
Kohn-Sham gap	10.97	eV
electronic energy	-465.74219	Ha
relative energy (zero: lowest compared OMol25 entry of this formula, charge and spin)	8.6790	eV

***

2.
The following is a quantum chemistry calculation of a cluster of 7 separate species, C30H65BrN2O13 in total in a non-equilibrium geometry, from the OMol25 dataset.

XYZ file:
```
111
Properties=species:S:1:pos:R:3:forces:R:3:lowdin_charge:R:1
N -2.382 -5.376 3.553 -0.705 -2.184 -0.225 0.155
C -2.078 -4.289 3.594 1.348 3.934 0.241 -0.248
C -1.646 -2.833 3.749 -0.659 -0.158 -0.148 -0.147
C -1.391 -2.119 2.361 0.016 0.365 -0.316 -0.243
C -1.006 -0.597 2.530 -0.345 -2.807 0.183 -0.128
N -0.673 0.485 2.721 -0.032 -0.135 -0.232 0.180
C -0.368 -2.854 1.396 -0.290 -0.016 0.235 -0.107
C 1.035 -3.230 2.011 -0.750 0.823 -0.837 -0.755
O 1.979 -2.686 1.569 0.768 0.136 -0.024 0.036
Br 1.377 -4.569 3.422 -0.663 0.265 -0.372 0.710
H -0.764 -2.797 4.430 -0.691 -0.026 -0.499 0.084
H -2.517 -2.305 4.216 0.883 -0.421 -0.131 0.132
H -2.379 -2.123 1.831 0.890 0.135 0.338 0.148
H -0.174 -2.141 0.554 0.230 -0.715 0.750 0.114
H -0.803 -3.762 0.903 0.101 0.660 0.872 0.135
C -0.973 -0.298 -2.008 0.033 -0.076 0.164 -0.111
O -0.683 -1.677 -2.186 -0.113 0.249 -0.076 -0.210
C -1.287 -2.210 -3.361 0.313 -0.374 0.140 -0.194
C -0.278 -2.344 -4.487 -0.212 0.242 -0.232 -0.189
O 0.165 -1.069 -4.942 0.051 -0.035 0.305 -0.185
C 1.447 -0.729 -4.436 -0.018 0.017 -0.186 -0.112
H -0.312 0.090 -1.231 -0.011 -0.076 -0.007 0.087
H -0.810 0.274 -2.923 -0.013 -0.026 -0.018 0.085
H -2.010 -0.175 -1.678 -0.025 0.107 -0.051 0.087
H -2.144 -1.604 -3.671 0.073 0.056 -0.013 0.126
H -1.658 -3.208 -3.103 -0.018 0.002 -0.047 0.124
H -0.763 -2.835 -5.337 -0.011 -0.046 0.033 0.128
H 0.568 -2.965 -4.178 -0.052 0.000 0.062 0.109
H 2.216 -1.315 -4.947 0.097 0.044 0.114 0.078
H 1.514 -0.887 -3.357 0.013 -0.067 0.002 0.086
H 1.622 0.328 -4.641 -0.061 -0.039 -0.082 0.090
C -4.512 4.960 2.381 0.057 0.098 -0.153 -0.109
O -3.343 5.651 2.791 -0.197 -0.187 0.165 -0.193
C -3.310 5.883 4.195 0.457 0.133 -0.238 -0.203
C -2.394 4.896 4.897 -0.415 -0.111 0.259 -0.204
O -2.911 3.572 4.832 0.075 0.115 -0.256 -0.195
C -2.262 2.782 3.844 -0.045 0.013 0.238 -0.141
H -4.368 4.628 1.352 0.033 0.056 0.032 0.076
H -4.711 4.087 3.006 0.008 0.022 0.040 0.085
H -5.373 5.637 2.412 -0.091 -0.084 0.019 0.091
H -4.318 5.851 4.621 0.025 -0.091 0.000 0.125
H -2.915 6.893 4.342 -0.018 -0.006 0.049 0.123
H -2.334 5.164 5.957 0.026 0.051 -0.010 0.123
H -1.383 4.940 4.480 -0.053 0.020 -0.069 0.126
H -1.263 2.505 4.188 0.012 0.010 -0.127 0.064
H -2.194 3.305 2.887 0.051 0.011 0.010 0.084
H -2.845 1.873 3.700 -0.014 0.043 0.109 0.073
C 1.992 -5.661 -2.385 -0.163 0.055 -0.040 -0.101
O 2.182 -4.918 -3.580 0.190 -0.103 0.223 -0.202
C 3.428 -4.227 -3.599 -0.182 0.006 -0.560 -0.195
C 4.448 -4.958 -4.460 0.182 -0.003 0.475 -0.194
O 4.814 -6.205 -3.880 -0.278 -0.023 -0.155 -0.186
C 4.170 -7.305 -4.503 0.147 -0.039 0.075 -0.110
H 1.141 -6.326 -2.532 0.011 0.075 -0.060 0.090
H 2.869 -6.263 -2.136 0.024 0.032 -0.003 0.086
H 1.767 -4.981 -1.556 0.050 -0.048 0.081 0.084
H 3.807 -4.073 -2.584 0.027 -0.093 -0.017 0.130
H 3.238 -3.242 -4.039 0.074 0.022 0.030 0.106
H 5.356 -4.355 -4.518 -0.025 -0.029 -0.021 0.097
H 4.072 -5.097 -5.479 -0.093 0.007 0.057 0.131
H 4.618 -7.493 -5.485 -0.106 -0.037 -0.048 0.088
H 3.096 -7.139 -4.612 0.009 0.036 -0.041 0.083
H 4.323 -8.185 -3.877 0.073 0.069 0.012 0.089
C 0.385 -0.598 6.180 0.079 -0.169 -0.095 -0.104
O 0.288 -1.787 6.947 -0.006 0.218 0.060 -0.204
C 0.970 -1.691 8.194 -0.256 -0.458 -0.005 -0.198
C 0.000 -1.448 9.337 0.280 0.393 0.070 -0.201
O -0.607 -0.165 9.238 -0.128 -0.224 -0.204 -0.190
C -1.929 -0.225 8.727 0.025 0.157 0.110 -0.109
H -0.324 -0.675 5.355 0.004 0.053 0.063 0.056
H 0.153 0.289 6.774 -0.014 0.009 -0.027 0.090
H 1.392 -0.509 5.759 0.002 0.136 -0.008 0.096
H 1.738 -0.912 8.161 -0.083 0.048 0.013 0.127
H 1.471 -2.650 8.357 0.025 0.029 0.033 0.125
H 0.556 -1.466 10.280 0.012 -0.051 -0.008 0.125
H -0.758 -2.236 9.378 0.023 0.005 -0.084 0.126
H -2.607 -0.620 9.491 -0.068 -0.061 -0.084 0.089
H -1.989 -0.839 7.825 0.008 -0.046 0.026 0.080
H -2.241 0.789 8.476 0.072 -0.005 0.063 0.090
C 5.970 -1.716 -4.202 -0.114 -0.025 -0.046 -0.111
O 4.986 -0.710 -4.377 0.266 0.029 0.154 -0.200
C 5.073 0.309 -3.384 -0.355 0.126 -0.379 -0.194
C 5.752 1.554 -3.926 0.291 -0.069 0.381 -0.200
O 7.124 1.313 -4.215 -0.199 -0.119 -0.222 -0.190
C 7.364 1.126 -5.601 0.133 0.058 0.082 -0.110
H 5.991 -2.331 -5.101 -0.070 0.089 -0.003 0.087
H 6.965 -1.294 -4.044 -0.017 0.033 0.033 0.090
H 5.700 -2.349 -3.350 0.146 -0.026 0.047 0.083
H 5.586 -0.059 -2.490 0.065 0.026 -0.058 0.129
H 4.046 0.564 -3.100 0.022 0.026 0.043 0.118
H 5.719 2.334 -3.160 -0.054 0.001 -0.003 0.126
H 5.227 1.929 -4.811 -0.015 -0.088 0.000 0.126
H 7.299 2.086 -6.124 -0.045 -0.052 -0.100 0.089
H 6.663 0.415 -6.043 -0.040 0.037 0.002 0.083
H 8.375 0.734 -5.719 -0.011 0.055 0.087 0.089
C -6.607 6.079 -3.985 0.053 0.110 -0.115 -0.113
O -5.441 6.770 -3.567 -0.196 -0.216 0.170 -0.191
C -5.416 6.995 -2.161 0.446 0.124 -0.240 -0.199
C -4.501 6.008 -1.457 -0.409 -0.044 0.265 -0.199
O -5.016 4.682 -1.529 0.150 0.060 -0.231 -0.199
C -4.361 3.896 -2.512 -0.066 -0.090 0.129 -0.110
H -6.455 5.752 -5.014 0.053 0.077 0.035 0.089
H -6.806 5.202 -3.365 0.001 0.016 0.033 0.083
H -7.470 6.752 -3.955 -0.077 -0.078 0.018 0.088
H -6.426 6.960 -1.741 0.028 -0.088 0.004 0.126
H -5.023 8.006 -2.009 -0.017 -0.012 0.055 0.125
H -4.448 6.273 -0.397 0.041 0.056 -0.016 0.113
H -3.487 6.056 -1.867 -0.055 0.016 -0.063 0.129
H -3.361 3.618 -2.162 0.052 0.007 -0.112 0.087
H -4.287 4.420 -3.468 0.038 0.033 0.022 0.084
H -4.943 2.986 -2.660 -0.018 0.039 0.089 0.088
```
Forces are in eV/Å.

total charge	0
Kohn-Sham gap	9.28	eV
electronic energy	-4843.38840	Ha
SMILES	N#CC[C@@H](C#N)CC(=O)Br.COCCOC.COCCOC.COCCOC.COCCOC.COCCOC.COCCOC